The following is a quantum chemistry calculation of one molecule with the formula C2H4ClN, from the Open Molecules 2025 dataset.

Geometry as XYZ:
```
8
Properties=species:S:1:pos:R:3:nbo_charge:R:1
H 1.4147 1.1022 1.7134 0.215
Cl -0.8228 -0.6343 2.0038 0.049
H 0.7713 2.2941 0.4982 0.210
C 0.7444 1.2603 0.8602 -0.277
N -0.4645 0.4667 0.6226 -0.348
H 0.7253 0.4012 -1.2409 0.210
H 1.1870 -0.7909 -0.0250 0.208
C 0.6780 0.1342 -0.1990 -0.267
```

Output
E_LUMO = 0.60 eV
ΔE to the lowest compared entry with this formula, charge and spin = 2.1616 eV